C42H42CaN10P | ωB97M-V with the def2-TZVPD basis set

Each line ends with the Mulliken charge.
Element x y z (Å)
Ca  0.0437  0.7167  -1.6704  2.49
C  0.5034  5.1166  -0.3342  -0.63
C  0.4868  4.0357  -1.2138  -0.49
N  -0.4092  3.0649  -1.1013  -0.62
C  -1.3517  3.1993  -0.1618  0.29
C  -1.3338  4.3023  0.7020  -0.56
N  -0.3916  5.2184  0.6312  -0.47
C  -2.3617  2.1347  -0.0835  0.00
C  -3.6362  2.3703  0.4231  -0.53
C  -4.5796  1.3360  0.4652  0.69
C  -4.1735  0.1073  -0.0683  -0.63
C  -2.8907  -0.0359  -0.5951  -0.15
N  -1.9909  0.9498  -0.5692  -0.05
C  -2.5019  -1.2381  -1.3418  0.40
C  -3.2065  -2.4504  -1.2925  -0.25
N  -3.0081  -3.4041  -2.1758  -0.57
C  -2.0987  -3.2051  -3.1122  -0.76
C  -1.2700  -2.0856  -3.0710  -0.38
N  -1.4737  -1.1129  -2.1951  -0.18
C  -5.9284  1.5530  1.0039  0.80
C  -6.1943  2.5891  1.9059  -0.66
C  -7.4971  2.7826  2.3431  -0.42
N  -8.4996  2.0116  1.9737  -0.53
C  -8.2670  1.0239  1.1352  -0.47
C  -7.0081  0.7524  0.6161  -0.51
H  1.2530  5.8946  -0.3818  0.41
H  1.1935  3.9507  -2.0284  0.78
H  -2.0680  4.4374  1.4838  0.52
H  -3.9192  3.3626  0.7305  0.88
H  -4.8699  -0.7144  -0.1114  0.28
H  -3.9488  -2.6619  -0.5373  0.52
H  -2.0158  -3.9556  -3.8813  0.45
H  -0.4439  -1.9747  -3.7588  0.65
H  -5.4094  3.2234  2.2846  0.48
H  -7.7456  3.5864  3.0202  0.40
H  -9.1230  0.4215  0.8657  0.40
H  -6.8911  -0.0454  -0.0989  0.38
N  2.5534  -0.1289  -5.4383  -0.06
C  1.8533  0.7038  -4.6487  -0.86
N  1.5234  0.1671  -3.4952  -0.24
C  2.0405  -1.1144  -3.5260  -0.19
C  2.0105  -2.1356  -2.5774  0.65
C  2.5856  -3.3417  -2.9259  -0.95
C  3.2126  -3.5359  -4.1638  -0.84
C  3.2809  -2.5287  -5.1039  -0.86
C  2.6910  -1.3168  -4.7639  0.71
H  2.8955  0.0684  -6.3656  0.25
H  1.6133  1.7117  -4.9409  0.58
H  1.5340  -1.9768  -1.6110  0.09
H  2.5656  -4.1637  -2.2261  0.50
H  3.6523  -4.4977  -4.3805  0.47
H  3.7759  -2.6794  -6.0500  0.49
C  3.5149  2.5173  -1.2724  -2.02
P  2.4115  1.3641  -0.3577  1.73
C  2.1476  2.1992  1.2410  0.61
C  3.0338  3.1115  1.8068  -1.06
C  2.7403  3.6736  3.0380  -0.87
C  1.5836  3.3227  3.7150  -0.80
C  0.6900  2.4284  3.1456  -0.94
C  0.9680  1.8759  1.9091  0.39
C  3.6094  0.0559  0.0849  0.84
C  4.4491  -0.4334  -0.9153  -0.46
C  5.3952  -1.3966  -0.6217  -0.79
C  5.4817  -1.9098  0.6633  -0.80
C  4.6096  -1.4722  1.6475  -0.59
C  3.6723  -0.4922  1.3643  -0.65
H  3.2011  3.5419  -1.0809  0.58
H  3.4517  2.3220  -2.3438  0.37
H  4.5487  2.3899  -0.9473  0.55
H  3.9426  3.3854  1.2911  0.48
H  3.4102  4.3978  3.4720  0.47
H  1.3773  3.7502  4.6829  0.45
H  -0.2288  2.1836  3.6570  0.56
H  0.2714  1.1869  1.4250  -0.15
H  4.3750  -0.0523  -1.9261  0.33
H  6.0734  -1.7316  -1.3930  0.51
H  6.2338  -2.6442  0.9007  0.45
H  4.6760  -1.8846  2.6440  0.54
H  3.0226  -0.1239  2.1516  0.59
N  -0.0505  -4.1784  3.3002  -0.01
C  -1.1914  -3.2577  3.5613  -0.91
C  -1.5359  -2.5101  2.2617  -0.65
N  -0.4139  -1.7751  1.7075  0.24
C  0.7198  -2.6584  1.5113  -0.06
C  1.1213  -3.4147  2.7893  -0.92
H  -0.3354  -4.8801  2.6017  0.39
H  0.2014  -4.6907  4.1559  0.38
H  -0.8925  -2.5572  4.3454  0.38
H  -2.0576  -3.8226  3.9078  0.47
H  -2.3621  -1.8239  2.4514  0.44
H  -1.8636  -3.2352  1.5080  0.35
H  -0.1645  -0.9871  2.3030  0.06
H  1.5787  -2.0802  1.1587  -0.34
H  0.4462  -3.3799  0.7326  0.42
H  1.4308  -2.7073  3.5633  0.34
H  1.9459  -4.0954  2.5765  0.42

ΔE to the lowest compared entry with this formula, charge and spin (kcal per mole): 21.3
LUMO (eV): -8.046
Net charge: +3

***

C4H3N3O2 | ωB97M-V with the def2-TZVPD basis set

Each line ends with the natural charge from an NBO analysis.
Element x y z (Å)
C  -0.2631  0.4624  -1.2214  0.32
C  -0.5608  -0.8295  -1.6800  -0.08
C  -0.3939  -0.9121  0.5529  0.47
C  1.2155  -0.0910  1.9057  0.36
H  -1.5628  2.2688  -2.1991  0.44
H  -0.8984  -0.9293  -2.7612  0.23
H  1.9478  0.2975  2.6062  0.22
N  -0.6873  -1.6923  -0.6723  -0.45
N  0.4218  -1.1857  1.8156  -0.42
N  -0.3194  0.4255  0.3060  -0.12
O  -0.2559  1.9170  -1.6655  -0.67
O  0.8336  1.0520  1.0236  -0.31

ΔE to the lowest compared entry with this formula, charge and spin (kcal per mole): 168.9
LUMO (eV): -0.966

***

C56H154N14O14 | ωB97M-V with the def2-TZVPD basis set

Each line ends with the Mulliken charge.
Element x y z (Å)
C  1.3182  -1.4965  -5.7006  -0.89
C  1.3129  -0.9005  -7.0321  0.64
C  0.6919  0.5024  -6.8975  -0.69
O  -0.7509  0.4956  -6.7799  -0.24
C  -1.1822  1.8539  -6.7506  -0.91
N  2.7312  -0.8630  -7.3725  -0.66
H  0.3052  -1.6392  -5.3242  -0.05
H  1.7890  -0.8475  -4.9622  0.08
H  1.7865  -2.4806  -5.7175  0.44
H  0.7333  -1.4640  -7.7632  0.34
H  0.9478  1.1087  -7.7665  0.36
H  1.1826  0.9318  -6.0241  0.12
H  -2.2380  1.8704  -6.4800  0.29
H  -1.0495  2.2285  -7.7656  0.40
H  -0.7031  2.5072  -6.0214  0.31
H  3.1053  -1.7971  -7.4598  0.23
H  2.9553  -0.4208  -8.2524  0.23
C  3.4761  0.6016  0.1737  -0.11
C  4.9619  0.3262  0.5005  0.97
C  5.9107  0.7840  -0.6686  -1.19
O  6.1375  -0.1686  -1.7287  -0.22
C  6.8221  0.3753  -2.8435  -0.64
N  5.1809  1.1285  1.6756  -0.52
H  3.1509  1.6289  0.3375  -0.52
H  2.8248  0.0949  0.8859  0.01
H  3.2658  0.4157  -0.8796  0.33
H  5.1641  -0.7376  0.6247  -0.04
H  6.9581  0.8546  -0.3755  0.51
H  5.5742  1.7179  -1.1189  0.33
H  6.9410  -0.4146  -3.5852  0.23
H  7.8191  0.6234  -2.4794  0.37
H  6.3417  1.2302  -3.3195  0.17
H  6.1252  0.9573  1.9904  0.29
H  4.5500  0.8820  2.4248  0.13
C  3.7480  2.8849  -4.5537  -1.70
C  2.8854  4.1886  -4.4965  1.22
C  2.7186  4.7490  -3.0089  -1.33
O  1.4997  4.3917  -2.4328  0.42
C  1.5999  3.1675  -1.7038  -0.20
N  3.4875  5.2305  -5.3036  -0.79
H  4.7565  3.0104  -4.1599  0.33
H  3.7547  2.6356  -5.6148  0.53
H  3.3245  2.0057  -4.0680  0.21
H  1.8951  4.1159  -4.9461  -0.09
H  2.8718  5.8279  -2.9831  0.56
H  3.5394  4.3518  -2.4117  0.26
H  1.9520  2.3401  -2.3199  -0.01
H  0.6572  2.8566  -1.2535  -0.22
H  2.3395  3.2799  -0.9110  0.29
H  2.9678  6.0941  -5.3672  0.23
H  3.7754  4.9391  -6.2269  0.25
C  -2.7785  -1.0949  -4.8212  -0.68
C  -3.9858  -1.7668  -4.2208  0.55
C  -3.8556  -3.3254  -4.2215  -0.59
O  -3.5889  -3.8283  -5.4926  -0.36
C  -3.3021  -5.2256  -5.5122  -0.63
N  -4.1395  -1.2931  -2.8384  -0.63
H  -2.7009  -1.3716  -5.8726  0.47
H  -1.9410  -1.4128  -4.2003  -0.29
H  -2.6965  -0.0121  -4.7267  0.11
H  -4.8692  -1.3616  -4.7143  0.41
H  -4.7906  -3.7319  -3.8361  0.47
H  -3.1859  -3.6735  -3.4351  0.03
H  -3.3989  -5.5887  -6.5354  0.29
H  -4.0224  -5.8023  -4.9320  0.33
H  -2.2765  -5.4485  -5.2181  0.13
H  -4.0397  -0.2890  -2.7945  0.21
H  -3.3628  -1.6119  -2.2769  0.28
C  -2.7181  6.5343  -1.3481  -1.68
C  -1.5870  5.6197  -1.6780  2.67
C  -1.9249  4.9313  -3.0931  -0.79
O  -2.8856  3.8800  -3.0478  -0.47
C  -2.4072  2.7304  -2.3818  0.18
N  -0.3189  6.4416  -1.7459  -0.75
H  -2.7695  6.8184  -0.2970  0.39
H  -3.6659  6.0077  -1.4600  0.30
H  -2.7535  7.3938  -2.0176  0.35
H  -1.4059  4.8614  -0.9163  -1.20
H  -1.0131  4.5546  -3.5566  0.09
H  -2.1917  5.6529  -3.8653  0.35
H  -2.0508  2.9269  -1.3706  -0.22
H  -1.5654  2.1870  -2.8110  0.12
H  -3.1479  1.9459  -2.2272  0.07
H  -0.4625  7.1039  -2.4949  0.44
H  0.4162  5.8359  -2.0819  0.01
C  3.5456  -2.9374  -2.7099  -1.77
C  2.9657  -3.6795  -1.5699  2.39
C  1.8673  -4.7350  -1.9630  -1.37
O  0.7360  -3.9353  -2.3665  0.43
C  -0.2606  -4.7046  -3.0403  -1.00
N  4.0666  -4.4950  -0.9235  -0.67
H  4.1340  -3.5772  -3.3676  0.47
H  4.1810  -2.1164  -2.3779  0.20
H  2.7411  -2.5342  -3.3249  0.16
H  2.5146  -2.9868  -0.8595  -0.83
H  1.5911  -5.2593  -1.0482  0.26
H  2.2849  -5.3814  -2.7350  0.49
H  -0.9742  -5.1209  -2.3292  0.34
H  0.0726  -5.4119  -3.7998  0.43
H  -0.8905  -3.9561  -3.5210  -0.02
H  3.7822  -4.9482  -0.0669  0.11
H  4.1195  -5.2895  -1.5450  0.42
C  -7.0709  6.7351  0.1793  -1.41
C  -7.0312  5.2439  0.7184  0.13
C  -6.4864  4.1641  -0.2993  -0.36
O  -7.1256  2.8718  -0.0903  -0.35
C  -6.7204  1.8482  -0.9549  -0.79
N  -6.2690  5.1847  1.9121  -0.51
H  -7.8621  6.8059  -0.5670  0.44
H  -6.0924  6.9910  -0.2272  0.20
H  -7.3381  7.3422  1.0442  0.42
H  -8.0558  5.1011  1.0616  0.30
H  -5.4033  4.2411  -0.3944  0.14
H  -6.9931  4.4757  -1.2127  0.51
H  -5.6765  1.7672  -1.2579  0.21
H  -7.4020  1.7840  -1.8030  0.36
H  -6.9956  0.9285  -0.4387  0.32
H  -6.0166  4.2208  2.0772  0.32
H  -5.3574  5.5926  1.7615  0.26
C  2.8688  6.4807  0.8815  -1.52
C  1.9711  5.3146  1.4040  2.14
C  1.9790  5.1635  2.9842  -0.43
O  3.2869  4.7180  3.4281  -0.46
C  3.6659  3.3574  3.2323  -0.33
N  0.6411  5.6244  0.9987  0.04
H  2.3260  7.3860  1.1531  0.35
H  2.8229  6.3944  -0.2041  0.26
H  3.8484  6.4581  1.3590  0.46
H  2.2716  4.3328  1.0383  -1.53
H  1.2751  4.4429  3.4008  -0.06
H  1.6380  6.0507  3.5176  0.37
H  4.7498  3.4214  3.3279  0.30
H  3.5071  3.0605  2.1956  0.03
H  3.2328  2.6326  3.9217  0.26
H  0.6492  5.8030  0.0046  -0.09
H  0.4770  6.5409  1.3899  0.31
C  0.6078  0.0711  4.3066  -0.39
C  0.1998  -0.2413  5.7819  -0.08
C  -1.3147  0.2443  6.0530  -0.75
O  -1.5028  1.5877  5.9158  -0.19
C  -2.6468  2.0112  6.6767  -0.96
N  0.1889  -1.7108  5.9782  -0.35
H  1.5611  -0.4448  4.1922  0.09
H  0.6881  1.1289  4.0560  0.28
H  -0.0705  -0.3807  3.5827  -0.20
H  0.8933  0.1902  6.5038  0.54
H  -1.5992  -0.1052  7.0454  0.46
H  -2.0110  -0.1645  5.3207  0.24
H  -2.8225  3.0799  6.5543  0.24
H  -2.6789  1.7030  7.7218  0.42
H  -3.5662  1.5927  6.2672  0.40
H  -0.3108  -2.0150  6.8015  0.34
H  -0.3524  -2.1093  5.2243  -0.29
C  0.2894  -0.5390  -1.6421  -0.01
C  -0.7204  -1.0645  -0.5397  1.94
C  -1.3488  0.0614  0.3408  -0.90
O  -0.2811  0.9675  0.8007  0.83
C  -0.6930  2.0288  1.6655  -0.10
N  -1.7392  -1.9508  -1.1300  0.46
H  1.1189  -0.0802  -1.1040  -0.52
H  -0.1617  0.2096  -2.2933  -0.09
H  0.7772  -1.2745  -2.2819  0.09
H  -0.1295  -1.7795  0.0328  -0.79
H  -1.9040  -0.3672  1.1751  0.34
H  -2.0087  0.5484  -0.3772  -0.32
H  -1.2618  2.6596  0.9823  -0.16
H  0.1673  2.4821  2.1578  -0.49
H  -1.4063  1.5808  2.3573  0.20
H  -2.1242  -2.5289  -0.3968  0.01
H  -1.3760  -2.5923  -1.8203  -0.17
C  2.3917  -5.8103  5.1143  -1.23
C  2.7108  -4.3667  5.5154  0.08
C  2.6608  -3.3458  4.2745  0.13
O  3.5082  -3.7190  3.1672  -0.53
C  3.2337  -2.9108  2.0710  -0.13
N  1.7915  -4.0177  6.5558  -0.80
H  1.3977  -5.9385  4.6859  0.18
H  2.5661  -6.5653  5.8809  0.41
H  3.1089  -6.1312  4.3589  0.17
H  3.7143  -4.3815  5.9407  0.34
H  2.9472  -2.4251  4.7829  0.56
H  1.6141  -3.1581  4.0352  -0.21
H  2.3710  -3.1626  1.4541  -0.07
H  4.0891  -2.9255  1.3956  0.32
H  2.9846  -1.8951  2.3780  0.09
H  0.9807  -4.6015  6.4083  0.29
H  1.2504  -3.1898  6.3511  0.60
C  -0.3224  -4.4639  2.0488  -0.42
C  -1.2968  -3.5427  2.8031  2.39
C  -2.7161  -3.8360  2.3923  -1.34
O  -3.0211  -3.1899  1.1908  -0.45
C  -4.3630  -3.3913  0.7218  -0.99
N  -1.1635  -3.7169  4.2304  -0.46
H  0.6552  -4.2417  2.4764  -1.05
H  -0.2469  -4.1870  0.9972  -0.13
H  -0.5133  -5.5206  2.2361  0.82
H  -1.0739  -2.5121  2.5270  -1.35
H  -3.3299  -3.5158  3.2342  0.39
H  -2.9354  -4.8969  2.2723  0.45
H  -5.0507  -3.2628  1.5577  0.40
H  -4.4732  -4.4102  0.3508  0.29
H  -4.5652  -2.5991  0.0010  0.21
H  -2.0084  -3.3764  4.6667  0.33
H  -1.1605  -4.7016  4.4547  0.27
C  1.7293  -8.3499  1.1141  -1.78
C  2.8923  -7.6013  1.7104  0.97
C  4.2381  -8.0064  1.0693  -0.78
O  4.6230  -9.4068  1.1146  -0.40
C  5.0658  -9.9170  2.3501  -0.68
N  2.5329  -6.2094  1.4164  0.54
H  1.6667  -8.2975  0.0272  0.26
H  0.7609  -8.1861  1.5867  0.40
H  1.7815  -9.4348  1.2053  0.45
H  3.0314  -7.8209  2.7690  0.15
H  5.0342  -7.3226  1.3636  0.53
H  4.1718  -7.7653  0.0083  0.15
H  4.3323  -9.8031  3.1483  0.27
H  6.0194  -9.4803  2.6467  0.30
H  5.2611  -10.9793  2.2034  0.27
H  1.6927  -5.8896  1.8768  -0.55
H  3.2291  -5.7590  1.9930  0.13
C  -1.6932  4.9451  4.2344  -1.23
C  -2.9928  4.7561  3.4359  1.27
C  -3.7448  3.4140  3.8268  -0.37
O  -4.7740  3.0793  2.9137  -0.35
C  -5.1612  1.7247  2.9708  -0.66
N  -3.9106  5.9153  3.5621  -0.69
H  -1.7998  5.0023  5.3176  0.45
H  -1.1494  5.8255  3.8920  0.40
H  -0.9834  4.1383  4.0515  -0.08
H  -2.6779  4.5314  2.4169  -0.49
H  -4.2059  3.5883  4.7989  0.31
H  -2.9923  2.6267  3.8713  -0.11
H  -4.2772  1.0960  2.8640  0.16
H  -5.8816  1.4325  2.2067  0.19
H  -5.7078  1.4971  3.8859  0.34
H  -4.8356  5.5176  3.4819  0.32
H  -3.7901  6.2920  4.4914  0.34

ΔE to the lowest compared entry with this formula, charge and spin (kcal per mole): 158.7
LUMO (eV): 0.182

***

Q: Which value of LUMO does entry 3 give?
A: 0.182 eV